Entry from OMol25: 5 unconnected molecules or ions with the total composition C22H54F3N4O11 (ωB97M-V/def2-TZVPD).

Each line ends with the Mulliken charge.
Positions of all 94 atoms, in Å:
N -1.339 0.248 1.570  0.938
O -0.132 0.139 1.258  -0.639
O -1.477 0.751 2.706  -0.653
O -2.319 -0.083 0.892  -0.642
C 2.668 -8.096 -2.599  -0.114
O 3.421 -7.242 -1.799  -0.183
O 2.251 -7.218 -3.623  -0.915
C 3.404 -9.421 -2.893  0.808
F 2.996 -9.974 -3.983  -0.265
F 4.779 -9.374 -3.086  -0.310
F 3.106 -10.361 -1.957  -0.282
C 3.905 -7.600 -0.488  -0.330
C 3.420 -6.531 0.483  -1.097
H 2.355 -6.699 0.648  0.262
H 3.823 -6.723 1.478  0.384
H 3.526 -5.564 -0.007  0.241
H 4.949 -7.912 -0.468  0.379
H 3.488 -8.555 -0.168  0.272
H 1.653 -8.336 -2.282  0.152
C 1.358 2.852 -2.773  -0.797
O 2.013 1.686 -3.197  -0.301
C 1.376 1.006 -4.311  -0.454
C 1.503 -0.470 -4.315  -0.807
N 2.819 -0.841 -3.614  -0.246
H 2.868 -0.358 -2.728  0.400
H 2.724 -1.830 -3.433  0.419
C 4.079 -0.509 -4.426  -0.632
C 5.245 -1.092 -3.566  -0.646
O 5.395 -0.390 -2.333  -0.280
C 6.278 -1.157 -1.511  -0.808
H 1.706 3.234 -1.814  0.216
H 0.333 2.627 -2.478  0.345
H 1.318 3.571 -3.591  0.328
H 1.752 1.467 -5.224  0.397
H 0.300 1.162 -4.399  0.457
H 1.577 -0.953 -5.289  0.356
H 0.725 -0.963 -3.732  0.441
H 4.199 0.521 -4.760  0.346
H 3.920 -1.125 -5.312  0.454
H 6.091 -0.918 -4.230  0.371
H 5.282 -2.180 -3.516  0.494
H 7.339 -0.967 -1.673  0.314
H 6.035 -2.198 -1.296  0.360
H 6.099 -0.639 -0.569  0.267
C 5.393 5.797 1.862  -0.827
O 4.608 5.672 3.057  -0.333
C 4.086 4.384 3.044  -0.524
C 3.501 4.018 4.341  -0.841
N 2.185 4.674 4.624  -0.188
H 1.501 4.103 4.149  0.432
H 1.984 4.612 5.612  0.361
C 1.834 6.144 4.302  -0.532
C 0.382 6.285 4.529  -0.647
O 0.153 6.067 5.888  -0.314
C -1.168 5.796 6.149  -0.783
H 4.973 5.373 0.949  0.334
H 6.310 5.226 2.006  0.350
H 5.613 6.851 1.697  0.271
H 4.815 3.630 2.750  0.543
H 3.336 4.239 2.266  0.390
H 4.083 4.229 5.238  0.340
H 3.277 2.960 4.472  0.459
H 2.032 6.368 3.254  0.375
H 2.432 6.773 4.961  0.362
H -0.097 5.518 3.920  0.414
H 0.065 7.279 4.215  0.430
H -1.257 5.302 7.117  0.262
H -1.486 5.004 5.471  0.379
H -1.814 6.673 6.151  0.284
C -6.103 -2.237 -3.370  -0.709
O -6.511 -1.412 -2.288  -0.323
C -7.500 -0.359 -2.620  -0.589
C -7.762 0.461 -1.458  -0.635
N -7.800 -0.299 -0.173  -0.042
H -8.492 -1.033 -0.229  0.351
H -6.840 -0.600 -0.083  0.380
C -8.172 0.469 1.064  -0.570
C -8.460 -0.574 2.209  -0.689
O -7.315 -1.483 2.408  -0.370
C -6.377 -1.078 3.333  -0.750
H -5.157 -2.730 -3.149  0.254
H -6.068 -1.611 -4.262  0.286
H -6.874 -2.963 -3.631  0.309
H -8.416 -0.724 -3.085  0.384
H -7.000 0.168 -3.432  0.476
H -8.717 0.964 -1.611  0.355
H -6.932 1.157 -1.337  0.348
H -9.081 1.029 0.846  0.424
H -7.303 0.999 1.455  0.330
H -9.363 -1.082 1.870  0.423
H -8.814 -0.153 3.150  0.407
H -6.759 -1.498 4.263  0.299
H -6.368 0.004 3.466  0.339
H -5.366 -1.376 3.054  0.311

Properties
Total charge: +1
2S+1: 1
Relative energy (zero: lowest compared OMol25 entry of this formula, charge and spin), kcal per mole: 40.4



Entry from OMol25: 4 unconnected molecules or ions with the total composition C22H55BN (ωB97M-V/def2-TZVPD).

Each line ends with the Mulliken charge.
Positions of all 79 atoms, in Å:
B -1.252 -2.220 4.109  0.409
C -0.504 -3.620 4.536  -0.848
C 1.127 -3.575 4.174  0.381
C 1.910 -3.465 5.614  -0.915
C 3.307 -2.551 5.535  0.304
N 3.815 -2.501 6.991  -0.678
H -1.743 -1.724 5.081  -0.247
H -0.501 -1.410 3.653  -0.347
H -2.059 -2.486 3.297  -0.316
H -0.961 -4.592 4.031  0.113
H -0.665 -3.736 5.713  0.176
H 1.364 -4.579 3.586  0.259
H 1.409 -2.681 3.466  -0.264
H 1.231 -2.893 6.413  0.362
H 2.088 -4.534 6.058  0.158
H 4.097 -2.984 4.788  0.229
H 3.015 -1.466 5.177  -0.201
H 4.756 -2.946 7.065  0.229
H 3.121 -3.040 7.590  0.266
C 6.348 0.663 2.180  -1.270
C 5.172 0.551 3.138  -0.292
C 3.844 0.254 2.438  -0.263
C 3.366 1.326 1.452  -0.549
C 3.190 2.728 2.037  -0.462
C 2.137 2.799 3.133  -1.158
H 6.226 1.500 1.487  0.278
H 7.274 0.828 2.739  0.400
H 6.465 -0.256 1.596  0.293
H 5.096 1.467 3.734  0.319
H 5.378 -0.260 3.847  0.259
H 3.074 0.093 3.202  0.041
H 3.933 -0.697 1.897  0.379
H 2.407 0.998 1.026  0.118
H 4.063 1.383 0.608  0.341
H 2.895 3.407 1.229  0.385
H 4.144 3.106 2.421  0.247
H 1.165 2.458 2.762  0.284
H 2.023 3.832 3.479  0.372
H 2.412 2.188 3.997  0.275
C -0.678 1.033 -2.462  -1.124
C -0.777 -0.470 -2.673  -0.473
C -1.843 -1.136 -1.800  -0.674
C -1.617 -1.028 -0.288  -0.993
C -0.290 -1.593 0.222  0.443
C -0.133 -3.086 -0.025  -1.436
H -0.371 1.279 -1.442  0.386
H 0.064 1.460 -3.145  0.321
H -1.639 1.519 -2.662  0.172
H 0.202 -0.930 -2.501  0.395
H -1.024 -0.658 -3.724  0.365
H -1.916 -2.193 -2.082  0.315
H -2.820 -0.695 -2.035  0.388
H -2.442 -1.547 0.221  0.430
H -1.693 0.022 0.018  0.308
H -0.229 -1.413 1.302  -0.024
H 0.552 -1.056 -0.226  0.096
H -0.948 -3.647 0.444  0.270
H 0.811 -3.440 0.401  0.363
H -0.122 -3.319 -1.094  0.424
C -2.046 1.721 -6.327  -1.298
C -3.221 1.609 -5.368  0.346
C -4.549 1.312 -6.069  -0.854
C -5.027 2.384 -7.054  -0.772
C -5.203 3.786 -6.469  -0.337
C -6.257 3.857 -5.374  -1.180
H -2.167 2.558 -7.020  0.385
H -1.119 1.886 -5.767  0.325
H -1.929 0.802 -6.910  0.293
H -3.298 2.525 -4.773  0.262
H -3.015 0.798 -4.660  -0.156
H -5.319 1.151 -5.305  0.324
H -4.460 0.361 -6.610  0.396
H -5.986 2.056 -7.481  0.385
H -4.330 2.441 -7.898  0.305
H -5.499 4.465 -7.278  0.368
H -4.249 4.164 -6.086  0.243
H -7.229 3.516 -5.745  0.289
H -6.370 4.890 -5.027  0.370
H -5.982 3.246 -4.509  0.285

Properties
Total charge: -1
2S+1: 1
Calculated total energy, hartree: -950.76137



Entry from OMol25: 6 unconnected molecules or ions with the total composition C22H56FINO5S (ωB97M-V/def2-TZVPD).

Each line ends with the Mulliken charge.
Positions of all 87 atoms, in Å:
N 9.349 1.640 1.552  -0.605
C 8.197 2.155 0.845  -0.478
C 7.189 2.905 1.763  -0.607
S 5.579 2.961 1.009  0.329
F 4.824 3.854 2.055  -0.097
I 4.740 0.810 1.411  0.357
H 9.911 2.395 1.930  0.266
H 9.076 1.066 2.344  0.236
H 7.708 1.318 0.340  0.385
H 8.553 2.849 0.085  0.357
H 7.112 2.471 2.760  0.440
H 7.458 3.961 1.866  0.395
C 0.783 3.955 0.661  -1.270
C 2.137 4.154 0.003  0.494
O 2.151 3.942 -1.389  -0.390
C 1.317 4.800 -2.164  -0.098
C 1.691 6.267 -2.080  -1.314
H 0.352 2.999 0.361  0.290
H 0.885 3.970 1.747  0.419
H 0.084 4.745 0.386  0.309
H 2.842 3.404 0.384  -0.472
H 2.544 5.142 0.255  0.454
H 0.267 4.651 -1.894  0.254
H 1.430 4.444 -3.188  0.223
H 1.482 6.692 -1.096  0.304
H 1.113 6.832 -2.810  0.425
H 2.753 6.406 -2.292  0.300
C -3.527 3.301 -2.616  -0.972
C -3.290 4.658 -3.258  -0.344
O -2.035 4.774 -3.908  -0.425
C -1.823 3.884 -4.993  0.049
C -2.802 4.063 -6.140  -1.284
H -2.684 3.030 -1.977  0.173
H -4.430 3.332 -2.005  0.412
H -3.658 2.512 -3.357  0.262
H -3.281 5.434 -2.492  0.334
H -4.106 4.900 -3.948  0.357
H -1.830 2.844 -4.645  0.107
H -0.810 4.098 -5.335  0.314
H -3.811 3.746 -5.873  0.295
H -2.485 3.464 -6.994  0.425
H -2.843 5.110 -6.444  0.310
C -0.705 -1.198 -3.057  -0.976
C 0.738 -1.426 -3.470  -0.294
O 1.332 -0.318 -4.126  -0.493
C 1.414 0.868 -3.363  -0.127
C 2.287 0.758 -2.123  -0.540
H -1.291 -0.835 -3.902  0.286
H -1.145 -2.132 -2.705  0.389
H -0.791 -0.468 -2.249  0.220
H 0.794 -2.240 -4.192  0.371
H 1.339 -1.728 -2.602  0.223
H 0.414 1.224 -3.088  0.100
H 1.840 1.610 -4.040  0.300
H 1.845 0.110 -1.362  0.288
H 2.408 1.754 -1.696  0.016
H 3.266 0.350 -2.386  0.313
C -0.328 -4.208 0.228  -1.106
C -1.625 -3.432 0.397  -0.255
O -2.725 -3.998 -0.283  -0.405
C -3.102 -5.303 0.136  -0.525
C -3.533 -5.384 1.589  -0.870
H -0.137 -4.402 -0.829  0.284
H 0.506 -3.633 0.635  0.366
H -0.352 -5.166 0.748  0.346
H -1.513 -2.435 -0.034  0.282
H -1.849 -3.296 1.462  0.294
H -2.294 -6.016 -0.063  0.306
H -3.931 -5.574 -0.517  0.335
H -2.702 -5.233 2.279  0.208
H -3.951 -6.368 1.802  0.456
H -4.291 -4.629 1.802  0.296
C -3.245 -7.491 7.155  -1.061
C -2.485 -6.781 6.048  -0.358
O -3.317 -6.165 5.080  -0.356
C -4.169 -5.142 5.564  -0.323
C -3.430 -3.949 6.148  -1.083
H -3.987 -8.169 6.731  0.294
H -2.554 -8.070 7.768  0.389
H -3.761 -6.791 7.814  0.267
H -1.892 -7.503 5.486  0.325
H -1.784 -6.053 6.474  0.303
H -4.880 -5.544 6.295  0.321
H -4.749 -4.828 4.696  0.336
H -2.930 -4.194 7.086  0.274
H -4.133 -3.141 6.352  0.395
H -2.677 -3.589 5.445  0.272

Properties
Total charge: +1
2S+1: 1
Calculated total energy, hartree: -2098.11945



Question: Look up the 2S+1 of the third one.
Answer: 1